DFT (ωB97M-V/def2-TZVPD) results for a 6-piece molecular cluster, C33H83N5O11 overall at a distorted geometry.

Output
ΔE to the lowest compared entry with this formula, charge and spin = 100.63 kcal per mole
SMILES = COCCNCCOC.COCCNCCOC.COCCNCCOC.COCCNCCOC.COCCNCCOC.CC(C)O

Geometry as ORCA input:
```
! RIJCOSX wB97M-V def2-TZVPD def2/J DEFGRID3
* xyz 0 1
C -0.52 3.82 -0.78
C 0.03 3.35 -2.09
C 0.73 4.39 -2.97
O 0.79 2.21 -1.98
H 0.24 4.36 -0.21
H -0.71 2.89 -0.25
H -1.43 4.42 -0.84
H -0.78 2.97 -2.72
H 1.06 3.93 -3.91
H 1.58 4.85 -2.46
H 0.07 5.23 -3.18
H 0.21 1.45 -1.97
C 1.32 9.96 2.28
O 0.87 10.01 3.56
C 1.77 9.92 4.62
C 1.68 8.66 5.52
N 2.32 7.44 5.07
C 2.04 6.38 6.01
C 2.63 5.07 5.64
O 2.11 4.62 4.40
C 3.06 3.94 3.56
H 2.20 10.58 2.10
H 0.55 10.49 1.72
H 1.44 8.92 1.97
H 1.75 10.86 5.18
H 2.77 10.10 4.22
H 0.65 8.47 5.85
H 2.22 8.93 6.43
H 2.03 7.13 4.15
H 0.99 6.25 6.29
H 2.50 6.63 6.97
H 2.44 4.42 6.50
H 3.72 5.12 5.65
H 3.43 3.03 4.03
H 3.87 4.65 3.38
H 2.56 3.69 2.63
C -1.37 -2.36 5.12
O -1.68 -3.61 5.60
C -1.66 -3.87 6.98
C -1.80 -5.39 7.21
N -1.00 -6.31 6.37
C -1.27 -7.71 6.73
C -0.87 -8.75 5.60
O -1.68 -8.58 4.40
C -1.20 -9.37 3.33
H -0.42 -2.05 5.55
H -2.10 -1.60 5.40
H -1.17 -2.31 4.05
H -2.52 -3.41 7.46
H -0.78 -3.45 7.46
H -2.84 -5.62 6.99
H -1.56 -5.63 8.25
H -1.31 -6.22 5.41
H -2.30 -7.87 7.04
H -0.85 -7.95 7.70
H -1.10 -9.73 6.02
H 0.19 -8.67 5.36
H -1.75 -9.07 2.44
H -1.33 -10.45 3.39
H -0.20 -9.00 3.10
C 5.77 -7.82 2.34
O 6.57 -6.71 2.68
C 5.98 -5.90 3.72
C 4.52 -5.32 3.50
N 4.25 -4.45 2.37
C 2.85 -4.27 2.10
C 2.29 -5.33 1.11
O 3.21 -5.57 -0.01
C 2.74 -6.57 -0.95
H 6.41 -8.46 1.74
H 4.91 -7.45 1.78
H 5.54 -8.40 3.24
H 6.69 -5.14 4.02
H 5.86 -6.59 4.55
H 4.20 -4.97 4.48
H 3.95 -6.24 3.44
H 4.54 -4.77 1.46
H 2.70 -3.29 1.64
H 2.29 -4.21 3.04
H 1.31 -5.02 0.75
H 2.10 -6.27 1.62
H 3.63 -6.83 -1.52
H 1.84 -6.30 -1.50
H 2.44 -7.47 -0.40
C -2.85 9.33 -5.48
O -3.12 7.97 -5.51
C -4.08 7.61 -4.53
C -4.48 6.13 -4.81
N -5.16 5.87 -6.10
C -5.26 4.47 -6.25
C -3.89 3.91 -6.76
O -3.38 4.62 -7.95
C -2.05 4.65 -8.08
H -2.06 9.49 -6.22
H -2.28 9.76 -4.66
H -3.61 10.09 -5.65
H -5.05 8.06 -4.73
H -3.75 7.86 -3.52
H -5.17 6.01 -3.97
H -3.64 5.44 -4.70
H -4.49 6.22 -6.77
H -5.95 4.37 -7.09
H -5.70 3.86 -5.46
H -3.93 2.82 -6.88
H -3.20 4.06 -5.94
H -1.74 5.38 -8.84
H -1.58 3.72 -8.38
H -1.63 5.20 -7.24
C -2.79 -5.48 -2.72
O -2.88 -4.95 -4.01
C -3.50 -3.66 -4.19
C -2.47 -2.57 -3.74
N -1.14 -2.76 -4.35
C -0.92 -2.11 -5.68
C 0.47 -2.36 -6.23
O 0.53 -1.94 -7.58
C 1.82 -1.65 -7.89
H -1.83 -5.30 -2.24
H -2.90 -6.55 -2.87
H -3.69 -5.21 -2.15
H -4.32 -3.69 -3.47
H -4.02 -3.60 -5.15
H -2.24 -2.81 -2.70
H -2.88 -1.57 -3.81
H -0.96 -3.74 -4.49
H -1.26 -1.08 -5.62
H -1.65 -2.51 -6.39
H 0.76 -3.41 -6.18
H 1.11 -1.82 -5.54
H 2.01 -1.30 -8.90
H 2.31 -2.62 -7.89
H 2.31 -0.96 -7.20
*
```



DFT (ωB97M-V/def2-TZVPD) results for C33H84AlClF2N10O26P3S2 as an isolated structure at a distorted geometry.

Output
E = -6533.55179 hartree

Geometry as ORCA input:
```
! RIJCOSX wB97M-V def2-TZVPD def2/J DEFGRID3
* xyz 1 1
Al 3.44 -20.29 10.59
N 0.88 -21.41 10.10
S -0.27 -20.80 9.30
O -1.29 -20.07 9.96
O -0.53 -21.39 7.99
F 0.79 -19.62 8.88
S -0.15 -22.64 10.60
O -0.36 -23.81 9.71
O -1.16 -22.32 11.59
F 0.95 -23.26 11.54
Cl 0.36 -16.76 11.64
O 0.95 -16.58 13.00
O 0.13 -15.41 11.09
O 1.27 -17.53 10.89
O -0.83 -17.58 11.64
O -6.47 -15.29 14.29
P -5.38 -15.77 13.45
N -4.20 -14.54 13.14
C -2.82 -14.76 12.77
C -4.45 -13.26 13.85
N -5.94 -16.40 11.88
C -7.31 -17.00 11.71
C -5.25 -16.55 10.60
N -4.45 -17.03 14.23
C -4.34 -17.07 15.73
C -3.62 -18.02 13.49
H -2.66 -15.50 11.99
H -2.40 -15.13 13.70
H -2.35 -13.82 12.46
H -5.32 -12.87 13.32
H -3.66 -12.51 13.85
H -4.76 -13.43 14.88
H -7.24 -18.08 11.83
H -7.97 -16.59 12.48
H -7.85 -16.73 10.80
H -5.86 -16.07 9.84
H -4.23 -16.16 10.60
H -5.18 -17.61 10.35
H -4.33 -16.06 16.13
H -5.31 -17.43 16.07
H -3.46 -17.59 16.11
H -2.59 -17.66 13.51
H -3.87 -17.98 12.43
H -3.82 -19.05 13.78
O 3.71 -18.67 7.89
P 3.97 -18.24 6.48
N 3.35 -16.70 6.12
C 2.08 -16.19 6.76
C 3.67 -16.03 4.91
N 3.20 -19.29 5.38
C 1.85 -19.76 5.71
C 3.65 -19.49 4.00
N 5.61 -18.30 6.15
C 6.28 -19.65 6.01
C 6.54 -17.30 6.68
H 2.26 -16.22 7.83
H 1.16 -16.71 6.52
H 1.99 -15.15 6.43
H 3.79 -14.95 5.06
H 2.99 -16.25 4.09
H 4.62 -16.34 4.47
H 1.20 -18.95 6.04
H 1.48 -20.27 4.82
H 1.91 -20.46 6.54
H 2.88 -19.08 3.34
H 4.50 -18.83 3.81
H 3.89 -20.53 3.78
H 7.32 -19.49 6.28
H 5.93 -20.31 6.80
H 6.18 -20.04 4.99
H 6.19 -16.27 6.62
H 7.52 -17.27 6.21
H 6.71 -17.57 7.73
O 2.38 -12.28 16.77
P 1.18 -12.60 16.06
N 0.61 -14.24 16.23
C -0.78 -14.69 16.02
C 1.54 -15.34 16.08
N 1.13 -12.41 14.33
C -0.02 -12.14 13.43
C 2.34 -12.88 13.54
N -0.12 -11.72 16.64
C -0.02 -10.23 16.49
C -0.78 -12.20 17.84
H -0.81 -15.00 14.97
H -1.54 -13.95 16.24
H -0.97 -15.38 16.84
H 2.09 -15.65 16.96
H 2.11 -15.04 15.20
H 1.02 -16.28 15.85
H -0.94 -11.88 13.95
H 0.21 -11.26 12.83
H -0.30 -12.88 12.69
H 2.19 -13.95 13.44
H 2.32 -12.41 12.55
H 3.28 -12.69 14.05
H -1.02 -9.82 16.62
H 0.67 -9.75 17.17
H 0.18 -9.84 15.49
H -0.50 -13.21 18.14
H -1.86 -12.19 17.65
H -0.73 -11.50 18.68
C -3.19 -12.83 5.04
O -2.22 -13.56 5.81
C -2.65 -14.73 6.48
O -3.75 -15.27 6.49
O -1.55 -15.18 7.14
C -1.78 -16.22 8.13
H -4.19 -13.08 5.39
H -3.37 -13.20 4.03
H -3.07 -11.76 4.87
H -1.74 -15.82 9.15
H -0.91 -16.87 8.12
H -2.63 -16.88 8.03
C -0.75 -20.18 13.98
O 0.35 -19.52 14.57
C 1.54 -19.83 14.14
O 1.85 -20.61 13.24
O 2.54 -19.41 15.07
C 2.32 -18.83 16.36
H -0.49 -21.23 13.84
H -1.12 -19.61 13.13
H -1.51 -20.22 14.77
H 3.26 -18.72 16.89
H 1.79 -19.40 17.12
H 1.79 -17.91 16.09
C 4.86 -16.17 14.64
O 5.80 -17.15 14.84
C 5.85 -18.32 14.11
O 5.05 -18.59 13.17
O 6.90 -19.09 14.50
C 7.45 -20.19 13.75
H 5.02 -15.32 15.30
H 3.83 -16.42 14.93
H 4.83 -15.96 13.57
H 7.74 -19.67 12.84
H 6.83 -20.99 13.36
H 8.28 -20.64 14.31
C 7.43 -17.72 10.46
O 6.65 -16.52 10.55
C 5.28 -16.58 10.62
O 4.61 -17.55 10.57
O 4.84 -15.26 10.80
C 3.46 -15.03 10.83
H 7.47 -18.03 11.50
H 8.35 -17.47 9.93
H 6.98 -18.50 9.84
H 3.02 -15.31 11.79
H 2.81 -15.54 10.12
H 3.38 -13.97 10.59
C -2.12 -8.77 9.72
O -1.97 -10.20 9.50
C -2.17 -10.68 8.26
O -2.30 -10.00 7.26
O -2.26 -12.02 8.30
C -2.03 -12.87 9.43
H -1.43 -8.26 9.04
H -1.79 -8.63 10.75
H -3.16 -8.48 9.61
H -2.09 -13.92 9.15
H -2.87 -12.67 10.11
H -1.06 -12.57 9.83
*
```



DFT (ωB97M-V/def2-TZVPD) results for a 11-piece molecular cluster, C33H88O11 overall at a distorted geometry.

Output
ΔE to the lowest compared entry with this formula, charge and spin = 71.46 kcal per mole
SMILES = CC(C)O.CC(C)O.CC(C)O.CC(C)O.CC(C)O.CC(C)O.CC(C)O.CC(C)O.CC(C)O.CC(C)O.CC(C)O

Geometry as ORCA input:
```
! RIJCOSX wB97M-V def2-TZVPD def2/J DEFGRID3
* xyz 0 1
C 0.00 6.78 -0.38
C -0.42 5.33 -0.05
C 0.11 4.92 1.35
O -1.81 5.17 -0.01
H -0.38 7.13 -1.35
H 1.08 6.90 -0.41
H -0.39 7.45 0.38
H 0.02 4.65 -0.79
H 0.19 3.84 1.43
H -0.47 5.36 2.15
H 1.07 5.37 1.60
H -2.01 4.28 0.27
C -4.07 1.26 2.11
C -3.04 2.31 2.47
C -1.79 1.82 3.18
O -2.56 2.78 1.19
H -4.66 0.90 2.96
H -3.52 0.37 1.80
H -4.82 1.65 1.42
H -3.48 3.18 2.95
H -1.22 1.14 2.55
H -2.05 1.20 4.04
H -1.11 2.60 3.49
H -1.82 2.21 0.98
C 2.80 0.59 -4.61
C 1.40 0.41 -4.12
C 0.40 1.60 -4.32
O 0.88 -0.76 -4.83
H 3.23 1.55 -4.31
H 2.90 0.62 -5.69
H 3.49 -0.20 -4.31
H 1.45 0.21 -3.05
H 0.81 2.59 -4.12
H -0.40 1.52 -3.58
H -0.03 1.65 -5.32
H 0.64 -0.52 -5.73
C -0.93 -3.45 -3.26
C 0.58 -3.86 -3.12
C 1.08 -4.40 -4.44
O 1.29 -2.67 -2.82
H -1.11 -2.96 -4.22
H -1.10 -2.80 -2.41
H -1.64 -4.27 -3.15
H 0.69 -4.63 -2.35
H 0.78 -3.82 -5.32
H 0.77 -5.43 -4.58
H 2.17 -4.44 -4.43
H 1.12 -1.99 -3.47
C 2.32 1.03 4.38
C 2.76 2.51 4.68
C 3.90 2.54 5.71
O 3.43 3.10 3.63
H 1.57 1.01 3.58
H 1.91 0.51 5.24
H 3.12 0.43 3.96
H 1.91 3.10 5.03
H 3.56 1.99 6.59
H 4.07 3.54 6.09
H 4.83 2.07 5.38
H 4.04 3.73 4.02
C -6.59 -0.39 -2.26
C -5.31 -0.60 -1.48
C -4.86 -2.06 -1.41
O -4.41 0.13 -2.26
H -7.42 -0.72 -1.63
H -6.66 -0.92 -3.21
H -6.90 0.66 -2.34
H -5.38 -0.27 -0.45
H -3.93 -2.14 -0.86
H -4.65 -2.38 -2.44
H -5.65 -2.60 -0.88
H -4.22 0.98 -1.86
C -4.27 -1.22 -6.86
C -3.97 -1.14 -5.35
C -2.57 -0.59 -5.05
O -4.93 -0.27 -4.84
H -4.26 -0.24 -7.34
H -5.26 -1.65 -7.01
H -3.54 -1.88 -7.32
H -4.06 -2.13 -4.90
H -2.46 -0.33 -4.00
H -2.39 0.29 -5.67
H -1.72 -1.24 -5.26
H -4.77 -0.24 -3.90
C -1.24 -4.25 4.16
C -0.10 -3.53 4.93
C 0.47 -2.22 4.28
O -0.57 -3.24 6.22
H -1.41 -5.22 4.63
H -1.00 -4.48 3.13
H -2.17 -3.68 4.19
H 0.71 -4.25 4.98
H 0.69 -2.39 3.23
H 1.31 -1.87 4.89
H -0.30 -1.44 4.32
H 0.08 -2.67 6.64
C 0.45 -0.72 0.84
C 0.18 0.36 -0.21
C -1.06 0.13 -1.07
O -0.05 1.60 0.45
H 1.26 -0.49 1.52
H 0.83 -1.60 0.33
H -0.45 -1.00 1.39
H 1.04 0.40 -0.88
H -1.51 1.07 -1.38
H -1.74 -0.50 -0.50
H -0.79 -0.37 -2.00
H 0.76 2.12 0.52
C 4.96 -3.42 4.48
C 3.98 -4.13 3.48
C 3.48 -3.16 2.42
O 4.65 -5.21 2.83
H 5.56 -4.11 5.07
H 4.35 -2.91 5.21
H 5.63 -2.75 3.93
H 3.12 -4.62 3.93
H 2.65 -3.61 1.87
H 4.27 -2.96 1.69
H 3.06 -2.26 2.86
H 4.24 -5.23 1.96
C 3.94 0.90 0.52
C 3.73 2.38 0.23
C 3.47 2.76 -1.25
O 2.67 2.89 1.04
H 4.99 0.62 0.42
H 3.27 0.31 -0.10
H 3.62 0.68 1.54
H 4.55 2.94 0.69
H 3.53 3.84 -1.38
H 2.46 2.52 -1.57
H 4.16 2.22 -1.90
H 2.91 2.82 1.96
*
```